{
  "formula": "C4H11NO2",
  "method": "ωB97M-V with the def2-TZVPD basis set",
  "elements": ["C", "C", "N", "C", "C", "O", "H", "H", "H", "H", "H", "H", "H", "H", "H", "H", "H", "O"],
  "xyz": [[1.0137, -2.2216, -0.5076], [1.2108, -0.7637, -0.8774], [0.1254, 0.0485, -0.7385], [0.3385, 1.4768, -0.9643], [-1.0855, -0.3699, -0.0177], [2.2673, -0.3485, -1.3189], [1.9307, -2.7466, -0.7436], [0.2062, -2.6640, -1.0911], [0.7479, -2.3204, 0.5426], [0.7747, 1.9440, -0.0737], [0.9931, 1.6037, -1.8170], [-0.6248, 1.9426, -1.1536], [-0.8476, -0.6528, 1.0041], [-1.5302, -1.2227, -0.5247], [-1.7862, 0.4551, -0.0822], [-1.6406, 2.5303, 2.4266], [-0.9498, 1.2140, 2.8049], [-1.1434, 2.0953, 3.1321]],
  "forces_ev_per_angstrom": [[-0.091, 0.235, -0.232], [-0.149, -0.278, -0.211], [-0.259, 0.247, 0.220], [-0.240, -0.323, 0.385], [0.813, 0.047, -0.875], [0.111, -0.007, 0.075], [0.103, -0.053, 0.170], [-0.068, 0.022, -0.016], [0.114, -0.121, 0.107], [0.109, 0.068, -0.179], [0.097, 0.109, 0.005], [-0.047, 0.062, -0.125], [-0.240, 0.111, 0.290], [-0.125, -0.110, 0.093], [-0.131, -0.012, 0.307], [0.135, -0.144, 0.168], [-0.002, -0.066, -0.067], [-0.130, 0.215, -0.113]],
  "nbo_charge": [-0.71, 0.68, -0.44, -0.41, -0.41, -0.62, 0.25, 0.22, 0.22, 0.19, 0.24, 0.19, 0.19, 0.21, 0.21, 0.47, 0.47, -0.93],
  "smiles": "CC(=O)N(C)C.O",
  "de_lowest_kcal_mol": 15.7,
  "largest_force_ha_per_bohr": 0.023,
  "e_homo_ev": -9.4,
  "spin_multiplicity": 1
}